# 1
# C4H11NO

C4H11NO in the gas phase at a distorted geometry (wB97M-V/def2-TZVPD, the Open Molecules 2025 dataset).

```
17
Properties=species:S:1:pos:R:3
C 2.03999 -0.76030 -0.21989
C 0.78525 -0.11617 -0.76309
C -0.39138 -0.11096 0.23342
N -1.55209 -0.91720 -0.21339
C -0.84848 1.36100 0.43102
O -1.97187 1.49368 1.25438
H 2.65420 -1.32749 -0.91553
H 1.86177 -1.42259 0.62613
H 2.71869 -0.00624 0.20565
H 0.58166 -0.47645 -1.78150
H 0.94204 0.92870 -1.04530
H -0.15925 -0.59109 1.18595
H -2.23058 -0.50947 -0.83116
H -1.23649 -1.85694 -0.39216
H -1.15693 1.66081 -0.57073
H 0.01753 1.83744 0.89646
H -2.05406 0.81326 1.89975
```

Computed properties:
SMILES string = CC[C@H](N)CO
E_tot = -7863.077 eV
Molecular weight = 89.138 g/mol



# 2
# C4H11NO

C4H11NO in the gas phase at a distorted geometry (wB97M-V/def2-TZVPD, the Open Molecules 2025 dataset).

```
17
Properties=species:S:1:pos:R:3
C -1.98169 1.24798 1.16845
C -0.64426 1.20095 0.35624
N -0.37565 -0.26326 0.08114
C 1.09886 -0.80885 0.29859
C 1.88119 -1.15546 -0.95555
O 0.79145 -1.61152 -1.76315
H -2.00224 1.65882 2.11621
H -2.76838 1.55436 0.47250
H -2.24544 0.24701 1.35975
H -0.86283 1.66460 -0.72836
H 0.22971 1.81364 0.78681
H -0.87995 -0.47282 -0.85345
H 1.55023 -0.16075 1.00044
H 0.88882 -1.75708 0.89130
H 2.42620 -2.06460 -0.86073
H 2.45946 -0.30962 -1.29955
H 0.43451 -0.78341 -2.07065
```

Computed properties:
SMILES string = CCNCCO
E_tot = -7861.413 eV
Molecular weight = 89.138 g/mol



# 3
# C4H11NO

2 unconnected molecules or ions with the total composition C4H11NO at a distorted geometry (wB97M-V/def2-TZVPD, the Open Molecules 2025 dataset).

```
17
Properties=species:S:1:pos:R:3
C -2.00079 0.80010 -0.06405
C -1.47915 -0.32922 -0.89552
C 0.03772 -0.46835 -1.03316
C 0.92959 0.34677 -0.44254
N 2.29868 0.22055 -0.53227
H -2.10962 0.59284 1.00072
H -3.01721 1.09046 -0.37003
H -1.56639 1.78831 -0.24476
H -1.88763 -1.24778 -0.45563
H -1.89801 -0.23886 -1.90216
H 0.36552 -1.20046 -1.76014
H 0.60592 1.21614 0.09547
H 2.75800 -0.67383 -0.63995
H 2.81032 0.78418 0.12670
O 1.69988 -1.13103 2.36741
H 1.15074 -0.89211 3.12152
H 1.30243 -0.65771 1.62838
```

Computed properties:
SMILES string = CC/C=C/N.O
E_tot = -7863.247 eV
Molecular weight = 89.138 g/mol



# 4
# C4H11NO

2 unconnected molecules or ions with the total composition C4H11NO at a distorted geometry (wB97M-V/def2-TZVPD, the Open Molecules 2025 dataset).

```
17
Properties=species:S:1:pos:R:3
C 1.39430 -1.73715 0.93925
C 2.09889 -1.13433 -0.31914
C 0.85725 -0.80686 -1.25480
C 0.38120 0.47613 -1.19127
N -0.93287 0.85102 -1.39420
H 1.06327 -0.84873 1.51787
H 2.13109 -2.36368 1.52301
H 0.71857 -2.48541 0.55735
H 2.88544 -0.35439 -0.24751
H 2.47551 -1.90472 -0.97993
H 0.08276 -1.55668 -1.29596
H 1.09248 1.27801 -0.99542
H -1.49154 0.02019 -1.26177
H -1.29507 1.66041 -0.86613
O -4.08099 2.69288 1.79096
H -3.68576 3.19632 2.50892
H -3.69452 3.01700 0.96877
```

Computed properties:
SMILES string = CC/C=C/N.O
E_tot = -7862.190 eV
Molecular weight = 89.138 g/mol



# 5
# C4H11NO

2 unconnected molecules or ions with the total composition C4H11NO (wB97M-V/def2-TZVPD, the Open Molecules 2025 dataset).

```
17
Properties=species:S:1:pos:R:3
C -2.43629 -1.37285 0.83161
C -1.40824 -2.17920 0.61411
C -0.19338 -1.80410 -0.18678
H -3.26635 -1.70538 1.43706
H -2.46533 -0.38715 0.38695
H -1.42791 -3.19770 0.98976
H -0.04962 -2.51176 -1.00362
H -0.33252 -0.79959 -0.58670
H 0.70227 -1.76476 0.43244
N 2.39375 2.42183 -0.06305
C 1.34839 1.70760 -0.73920
O 0.06003 2.17540 -0.36374
H 2.18205 3.41264 -0.05959
H 2.47663 2.12066 0.89904
H 1.50433 1.80552 -1.81796
H 1.45496 0.64496 -0.51642
H -0.54277 1.43389 -0.25388
```

Computed properties:
SMILES string = C=CC.NCO
E_tot = -7862.905 eV
Molecular weight = 89.138 g/mol



# 6
# C4H11NO

C4H11NO in the gas phase at a distorted geometry (wB97M-V/def2-TZVPD, the Open Molecules 2025 dataset).

```
17
Properties=species:S:1:pos:R:3
C 1.47771 -1.18247 -0.47332
C 0.57764 0.04889 -0.36272
N 1.13785 1.09372 0.47306
C -1.13372 -0.34982 -0.03241
C -1.89276 0.94488 0.14678
O -1.18034 -1.19425 1.06552
H 1.01649 -1.94412 -1.10779
H 2.44272 -0.91874 -0.91738
H 1.65358 -1.63528 0.50820
H 0.43617 0.46633 -1.36242
H 1.56329 0.70942 1.30988
H 1.83393 1.64268 -0.02027
H -1.42458 -0.87408 -0.95424
H -2.93339 0.70333 0.38388
H -1.48398 1.51369 0.98524
H -1.86692 1.56097 -0.75558
H -0.22368 -0.58517 1.11355
```

Computed properties:
SMILES string = C[C@H](N)[C@H](C)O
E_tot = -7861.567 eV
Molecular weight = 89.138 g/mol



# 7
# C4H11NO

2 unconnected molecules or ions with the total composition C4H11NO at a distorted geometry (wB97M-V/def2-TZVPD, the Open Molecules 2025 dataset).

```
17
Properties=species:S:1:pos:R:3
C -1.22648 -1.22167 0.15513
C -1.98678 -2.23217 -0.73709
H -1.58567 -1.33550 1.17442
H -0.16829 -1.47629 0.12900
H -1.42899 -0.19056 -0.13835
H -2.76141 -2.71206 -0.14403
H -1.36038 -3.03152 -1.13846
H -2.44293 -1.81201 -1.63343
C 2.02910 1.22070 1.15202
C 0.91102 1.93741 0.31130
O 0.02247 2.59708 0.78382
N 1.11679 1.79691 -1.02312
H 2.99545 1.54168 0.77451
H 1.82535 0.15465 1.07674
H 0.36214 2.09275 -1.62780
H 1.80415 1.10326 -1.28934
H 1.89445 1.56733 2.17467
```

Computed properties:
Total charge = +1
E_tot = -7854.518 eV
2S+1 = 2
Molecular weight = 89.138 g/mol



# 8
# C4H11NO2

2 unconnected molecules or ions with the total composition C4H11NO2 at a distorted geometry (wB97M-V/def2-TZVPD, the Open Molecules 2025 dataset).

```
18
Properties=species:S:1:pos:R:3
C 1.69244 -1.10095 1.17119
C 1.07738 0.20640 0.62299
N -0.03583 0.46287 1.56796
C 0.46415 0.09067 -0.77387
C 0.02499 1.46413 -1.46810
O -0.54893 1.70250 -2.56050
H 1.08481 -2.04387 0.94787
H 2.63208 -1.22892 0.67794
H 1.74897 -1.10567 2.31369
H 1.84039 0.93696 0.57346
H 0.22589 0.58696 2.54898
H -0.76353 -0.18909 1.45070
H 1.19657 -0.38747 -1.45510
H -0.46917 -0.45964 -0.74426
H -0.17025 2.41269 -0.75961
O -2.18509 -1.84355 0.56055
H -2.79431 -1.85729 1.34526
H -1.96220 -2.73788 0.81173
```

Computed properties:
SMILES string = C[C@H](N)CC=O.O
E_tot = -9909.663 eV
Molecular weight = 105.137 g/mol



# 9
# C4H11NO2

3 unconnected molecules or ions with the total composition C4H11NO2 at a distorted geometry (wB97M-V/def2-TZVPD, the Open Molecules 2025 dataset).

```
18
Properties=species:S:1:pos:R:3
C -1.87492 0.86860 -1.52645
C -0.85719 0.70637 -0.68394
C -0.89466 0.06706 0.64223
C -1.83892 -0.80633 1.05283
N 0.25147 0.34217 1.40406
H -1.79687 1.48241 -2.40839
H -2.83633 0.38421 -1.45729
H 0.13693 1.01610 -0.98584
H -2.73695 -0.99801 0.48370
H -1.82362 -1.21245 2.05406
H 0.14742 0.43245 2.39677
H 0.88829 1.00894 0.98945
O 2.21253 -1.68638 0.41478
H 1.80468 -2.54931 0.53653
H 1.45825 -1.14202 0.71893
O 2.37931 0.95770 -1.03328
H 2.77530 0.17298 -0.63848
H 2.60529 0.95554 -1.95967
```

Computed properties:
SMILES string = C=CC(=C)N.O.O
E_tot = -9910.457 eV
Molecular weight = 105.137 g/mol



# 10
# C4H11NO2

C4H11NO2 in the gas phase at a distorted geometry (wB97M-V/def2-TZVPD, the Open Molecules 2025 dataset).

```
18
Properties=species:S:1:pos:R:3
C -0.49386 0.26854 1.39719
C 0.07513 0.48776 -0.07908
C 1.41434 1.21841 -0.03739
O 1.45361 2.58787 0.38591
N 0.04027 -0.74665 -0.87010
C -1.13282 -1.50489 -1.02547
O -1.34826 -2.37745 0.10971
H -0.68715 1.30453 1.75736
H 0.42700 -0.07596 1.85102
H -1.44635 -0.20959 1.24016
H -0.55728 1.09584 -0.73195
H 2.06177 0.58636 0.65761
H 1.79855 1.18111 -1.07051
H 0.62771 3.06163 0.24580
H 0.92783 -1.15473 -1.12184
H -1.05360 -2.25087 -1.81839
H -1.99955 -0.85329 -1.18373
H -0.50100 -2.42843 0.55804
```

Computed properties:
SMILES string = C[C@@H](CO)NCO
E_tot = -9909.878 eV
Molecular weight = 105.137 g/mol



# 11
# C4H11NO2

C4H11NO2 in the gas phase at a distorted geometry (wB97M-V/def2-TZVPD, the Open Molecules 2025 dataset).

```
18
Properties=species:S:1:pos:R:3
C 2.06783 -0.40201 -0.15624
C 0.43551 -0.95683 0.16637
C -0.21982 0.23469 0.65891
C 0.16477 1.67001 0.43478
N -1.78935 0.06230 -0.15803
O -2.39984 -1.20478 0.11701
O -1.73627 0.20573 -1.55987
H 2.52871 0.13605 0.66671
H 2.07318 0.14540 -1.09416
H 2.60577 -1.33597 -0.30026
H 0.53771 -1.71182 0.94187
H 0.13200 -1.46163 -0.74772
H -0.55188 0.08637 1.68856
H -0.69737 2.29269 0.67223
H 0.97585 1.95373 1.10296
H 0.43363 1.85220 -0.60277
H -3.35202 -1.03739 0.08925
H -1.20840 -0.52875 -1.91962
```

Computed properties:
SMILES string = CC[C@@H](C)N(O)O
E_tot = -9906.853 eV
Molecular weight = 105.137 g/mol



# 12
# C4H11NO2

2 unconnected molecules or ions with the total composition C4H11NO2 at a distorted geometry (wB97M-V/def2-TZVPD, the Open Molecules 2025 dataset).

```
18
Properties=species:S:1:pos:R:3
C -0.48252 0.55085 -1.44334
C 0.39125 1.01793 -0.21399
N 0.14245 0.22791 0.94622
C 1.84597 1.13243 -0.60758
C 2.62296 2.01504 0.36904
O 3.67243 2.52206 0.08282
H -0.63488 -0.52052 -1.51994
H -0.16816 1.03944 -2.34144
H -1.48469 0.89351 -1.18806
H 0.00352 2.02875 -0.11450
H -0.82645 0.12682 1.19838
H 0.47558 -0.70756 0.96369
H 1.94465 1.68015 -1.53401
H 2.39199 0.18878 -0.61797
H 2.14006 2.16793 1.35533
O -4.38960 -4.80962 1.57645
H -3.81868 -5.37151 1.05268
H -3.82587 -4.18241 2.03623
```

Computed properties:
SMILES string = C[C@@H](N)CC=O.O
E_tot = -9910.647 eV
Molecular weight = 105.137 g/mol



# 13
# C4H11NO2

C4H11NO2 in the gas phase at a distorted geometry (wB97M-V/def2-TZVPD, the Open Molecules 2025 dataset).

```
18
Properties=species:S:1:pos:R:3
C 1.71811 1.66486 -1.46729
C 1.34770 0.56004 -0.48902
O 0.25539 -0.22859 -0.95384
N -0.97025 0.56453 -0.95861
O -1.55852 0.42422 0.25306
C -1.59595 -1.16257 0.71224
C -0.73611 -1.31404 1.93895
H 0.88706 2.36074 -1.56218
H 1.93220 1.24621 -2.44686
H 2.59024 2.20849 -1.10473
H 2.16559 -0.15348 -0.36995
H 1.10089 0.98531 0.48633
H -1.51109 0.04561 -1.66231
H -2.65650 -1.20141 0.92839
H -1.40562 -1.91831 -0.04803
H 0.32542 -1.30918 1.67508
H -0.95699 -2.27099 2.41775
H -0.93156 -0.50144 2.65103
```

Computed properties:
SMILES string = CCONOCC
E_tot = -9907.621 eV
Molecular weight = 105.137 g/mol



# 14
# C4H11NO2

2 unconnected molecules or ions with the total composition C4H11NO2 at a distorted geometry (wB97M-V/def2-TZVPD, the Open Molecules 2025 dataset).

```
18
Properties=species:S:1:pos:R:3
C 0.00000 0.00000 0.00000
C 0.58269 0.92974 -1.10759
O 1.80900 0.83916 -1.42131
N -0.28155 1.76452 -1.75914
C -1.74102 1.85476 -1.42531
C 0.18240 2.90783 -2.56599
H 0.65722 -0.83745 0.28870
H -0.99768 -0.40314 -0.24234
H -0.09634 0.68416 0.85980
H -2.28128 2.77567 -1.70221
H -1.82822 1.70996 -0.33534
H -2.21910 1.00024 -1.93310
H 0.21146 3.88681 -2.05869
H -0.45030 2.99618 -3.46516
H 1.20613 2.64413 -2.88069
O 4.40248 2.26485 -0.95132
H 3.47808 2.35661 -1.27585
H 4.95056 2.23780 -1.76810
```

Computed properties:
SMILES string = CC(=O)N(C)C.O
E_tot = -9911.217 eV
Molecular weight = 105.137 g/mol



It is found that the energy relative to the best compared isomer or geometry (same formula, charge and spin) values, taken in the order of the records, are 1.4768; 3.1405; 1.3067; 2.3639; 1.6482; 2.9864; 1.8239; 2.5785; 1.7847; 2.3644; 5.3889; 1.5950; 4.6211; 1.0247 eV.